1.
This record from the Open Molecules 2025 dataset describes a structure of composition C26H33BF4IrN4OS in a non-equilibrium geometry. The level of theory is wB97M-V/def2-TZVPD.

Summary:
2S+1: 2
E_LUMO (alpha / beta) (eV): -9.05 / -8.63
Kohn-Sham gap (alpha / beta) (eV): 4.8 / 5.3
Charge: +2
Relative energy (zero: lowest compared OMol25 entry of this formula, charge and spin) (eV): 5.323
E_HOMO (alpha / beta) (eV): -13.9 / -13.9

XYZ file:
```
71
Properties=species:S:1:pos:R:3:mulliken_spin:R:1
Ir -0.32937 -0.73439 0.47645 0.67
C -2.62472 1.37890 -0.62960 -0.01
C -3.27276 0.02117 -0.40982 0.01
N -2.67046 -0.67918 0.73268 0.07
C -3.14142 -0.34393 2.07401 0.00
C -2.57452 0.94982 2.62696 0.00
S -0.76982 1.11943 2.37234 -0.06
C -0.65098 2.63770 1.36582 0.00
C -0.41478 2.38144 -0.11115 0.00
N -1.16000 1.22396 -0.60228 0.13
H -2.92003 2.08515 0.14316 0.00
H -2.96699 1.78520 -1.58362 0.00
H -3.10026 -0.60214 -1.28817 0.00
H -4.35265 0.13763 -0.27924 0.00
H -2.83847 -1.67300 0.58601 0.00
H -2.84500 -1.16204 2.72875 0.00
H -4.23396 -0.27308 2.09737 0.00
H -2.72382 0.96283 3.70681 0.00
H -3.06277 1.83079 2.21796 0.00
H 0.19999 3.18379 1.77471 0.00
H -1.54977 3.22312 1.55477 0.00
H 0.64434 2.18355 -0.27335 0.00
H -0.68224 3.28800 -0.66512 0.00
H -0.84143 1.00419 -1.54720 -0.01
C 2.78800 -0.02738 1.24421 -0.02
N 1.60782 -0.73326 1.66369 0.00
C 1.61222 -1.60324 2.62052 -0.01
C 0.50595 -2.40569 2.83439 0.00
C 0.35070 -3.56434 3.61844 0.01
C -0.83712 -4.14537 3.22256 0.00
C -1.38278 -3.30958 2.21741 0.01
N -0.60276 -2.25392 2.02645 0.00
C 2.67640 1.47092 1.42829 0.01
C 3.05386 2.33909 0.40968 0.00
C 3.13413 3.70476 0.64659 0.00
C 2.81373 4.21013 1.90014 0.00
C 2.41833 3.34882 2.91609 0.00
C 2.33232 1.98469 2.67869 0.00
H 2.93285 -0.22878 0.18141 0.01
H 3.67214 -0.38510 1.78113 0.00
H 2.50317 -1.78339 3.21899 0.00
H 1.05830 -3.92338 4.34719 0.00
H -1.27967 -5.06168 3.57258 0.00
H -2.28946 -3.49375 1.66130 0.00
H 3.32478 1.94113 -0.56141 0.00
H 3.47103 4.37049 -0.13651 0.00
H 2.87185 5.27425 2.08357 0.00
H 2.20671 3.73630 3.90421 0.00
H 2.04046 1.30724 3.47294 0.00
C 2.86564 -1.02918 -2.65438 0.01
C 1.50850 -0.50832 -2.31921 0.02
O 1.20603 -0.23477 -1.14719 0.10
C 0.56449 -0.33078 -3.43686 -0.01
C -0.76005 -0.74794 -3.26916 0.01
C -1.65590 -0.67644 -4.32210 0.00
C -1.25036 -0.13508 -5.53454 0.00
C 0.04865 0.33129 -5.68934 0.00
C 0.96603 0.21134 -4.66027 0.01
H 3.41472 -1.30498 -1.75762 0.00
H 3.42804 -0.28099 -3.21714 0.00
H 2.75019 -1.90609 -3.29257 0.00
H -1.05046 -1.21090 -2.33604 0.01
H -2.66336 -1.05089 -4.19927 0.00
H -1.94206 -0.08027 -6.36363 0.00
H 0.35487 0.77557 -6.62600 0.00
H 1.97809 0.56451 -4.80553 0.00
F -0.19640 -3.69983 -2.24508 0.00
B -0.36107 -3.51070 -0.91516 0.02
F 0.75593 -2.73829 -0.38218 0.01
F -0.58868 -4.59718 -0.13932 0.00
F -1.47388 -2.53799 -0.70821 0.02
```

2.
This record from the Open Molecules 2025 dataset describes a cluster of 9 separate species, C3H24NO9S in total in a non-equilibrium geometry. The level of theory is wB97M-V/def2-TZVPD.

Summary:
2S+1: 1
E_LUMO (eV): 2.78
Kohn-Sham gap (eV): 9.1
Charge: -1
Relative energy (zero: lowest compared OMol25 entry of this formula, charge and spin) (eV): 0.000
E_HOMO (eV): -6.3

XYZ file:
```
38
Properties=species:S:1:pos:R:3:nbo_charge:R:1
C -0.08617 0.48533 0.20319 -0.06
O -0.46146 0.28456 -1.08407 -0.93
C 1.34863 1.09696 0.24888 -0.09
C 1.26427 2.54584 -0.25726 -0.52
S 2.85490 3.46432 -0.17235 -0.10
N 2.20472 0.22212 -0.62264 -0.91
H -0.83306 1.15827 0.68279 0.17
H -0.07979 -0.44921 0.74336 0.16
H 1.73701 1.01082 1.31400 0.20
H 0.56314 3.12619 0.28874 0.22
H 0.93151 2.59675 -1.33612 0.25
H 3.09159 3.29062 1.15222 0.12
H 3.03694 0.65609 -0.90123 0.37
H 1.57447 -0.04040 -1.45862 0.39
H 1.48384 -1.62046 0.29027 0.50
H 0.51288 -2.54113 -0.42123 0.52
O 1.18264 -2.56286 0.31674 -1.02
H -2.94404 1.55175 -1.50007 0.49
H -2.01343 0.33245 -1.12944 0.50
O -3.00614 0.63379 -1.18176 -1.04
H -0.73577 -1.07375 2.97253 0.49
H -1.73083 0.09282 2.71403 0.48
O -0.93957 -0.10656 3.19459 -1.02
H 3.55499 -1.69651 -0.58092 0.47
H 2.86780 -2.97521 -0.19176 0.49
O 3.73504 -2.64743 -0.51246 -0.99
H -1.27153 2.05366 -3.22814 0.46
H -0.90190 1.61381 -1.82191 0.50
O -1.26851 2.38254 -2.35053 -1.01
H -3.26825 0.47206 0.50781 0.50
H -4.30490 -0.05789 1.40813 0.46
O -3.45810 0.36647 1.44582 -0.99
H -1.62354 -2.37763 -1.41825 0.47
H -0.55339 -1.12107 -1.49999 0.51
O -0.67890 -2.18272 -1.55530 -1.04
H -1.35284 -2.72565 1.76585 0.47
H 0.16937 -2.63716 1.66180 0.51
O -0.60162 -2.62158 2.31334 -0.98
```

3.
This record from the Open Molecules 2025 dataset describes a structure of composition C33H28AuNP2. The level of theory is wB97M-V/def2-TZVPD.

Summary:
2S+1: 1
E_LUMO (eV): 0.29
Kohn-Sham gap (eV): 7.9
Relative energy (zero: lowest compared OMol25 entry of this formula, charge and spin) (eV): 0.000
E_HOMO (eV): -7.6

XYZ file:
```
65
Properties=species:S:1:pos:R:3:nbo_charge:R:1
Au -0.57283 -1.07770 -1.44166 0.41
C 1.05643 -0.12718 2.64038 -0.43
N 0.98273 -0.33545 1.19018 -1.09
P 1.26588 0.90229 0.01025 1.04
C 2.77912 1.70134 0.68880 -0.28
C 3.98858 1.14351 0.26449 -0.23
C 5.20263 1.61759 0.74583 -0.20
C 5.22327 2.67517 1.64630 -0.20
C 4.03013 3.25207 2.06086 -0.22
C 2.81553 2.76747 1.58694 -0.23
C -0.03623 2.13584 0.36885 -0.29
C 0.12602 3.45490 -0.06209 -0.24
C -0.90474 4.37459 0.07046 -0.19
C -2.11637 3.98814 0.63141 -0.21
C -2.29249 2.67828 1.05255 -0.19
C -1.25858 1.75752 0.91935 -0.24
P 0.38242 -1.78130 0.51924 1.14
C 1.74367 -2.96925 0.67004 -0.31
C 1.53634 -4.28770 0.26295 -0.21
C 2.56252 -5.21509 0.35709 -0.21
C 3.80448 -4.82846 0.85198 -0.20
C 4.01647 -3.51682 1.24777 -0.20
C 2.98713 -2.58386 1.15332 -0.23
C -0.83556 -2.40361 1.72483 -0.41
C -2.16307 -1.99530 1.57835 -0.20
C -3.12009 -2.36041 2.51650 -0.20
C -2.75931 -3.14560 3.60414 -0.19
C -1.44364 -3.56742 3.75101 -0.23
C -0.48410 -3.19657 2.81722 -0.14
H 1.70997 0.71626 2.85434 0.22
H 1.47700 -1.00517 3.13377 0.20
H 0.07567 0.07185 3.07587 0.20
H 3.97141 0.33404 -0.45925 0.22
H 6.13078 1.17358 0.40688 0.22
H 6.16775 3.05515 2.01683 0.22
H 4.04341 4.08267 2.75717 0.22
H 1.89085 3.22911 1.91649 0.22
H 1.06369 3.76386 -0.51433 0.22
H -0.76471 5.39413 -0.26967 0.21
H -2.92161 4.70526 0.73144 0.21
H -3.23894 2.36698 1.47929 0.21
H -1.40963 0.73219 1.23928 0.21
H 0.56860 -4.58613 -0.12784 0.22
H 2.39926 -6.23766 0.03988 0.22
H 4.60764 -5.55228 0.92219 0.22
H 4.98500 -3.21409 1.62814 0.22
H 3.15085 -1.55513 1.45324 0.23
H -2.44683 -1.40558 0.71218 0.24
H -4.14830 -2.04154 2.39119 0.22
H -3.50524 -3.43567 4.33446 0.22
H -1.16307 -4.18895 4.59400 0.22
H 0.53890 -3.53395 2.93703 0.21
C -1.65751 -0.21939 -2.87156 -0.51
C -2.36467 0.29852 -3.71439 -0.02
C -3.20674 0.92627 -4.70396 -0.13
C -3.00019 0.68772 -6.06932 -0.19
C -3.80850 1.29086 -7.02195 -0.21
C -4.83580 2.14178 -6.63190 -0.22
C -5.04681 2.38759 -5.28191 -0.21
C -4.24082 1.78649 -4.32552 -0.19
H -2.19487 0.02810 -6.36293 0.22
H -3.63513 1.09905 -8.07451 0.21
H -5.46734 2.61115 -7.37622 0.21
H -5.84290 3.05466 -4.97260 0.21
H -4.39752 1.98127 -3.27314 0.22
```

4.
This record from the Open Molecules 2025 dataset describes a cluster of 2 separate species, C3H4Cl2N2 in total in a non-equilibrium geometry. The level of theory is wB97M-V/def2-TZVPD.

Summary:
2S+1: 1
E_LUMO (eV): 0.71
Kohn-Sham gap (eV): 9.1
Relative energy (zero: lowest compared OMol25 entry of this formula, charge and spin) (eV): 2.647
E_HOMO (eV): -8.4

XYZ file:
```
11
Properties=species:S:1:pos:R:3:nbo_charge:R:1
C -1.67510 0.10891 -1.37265 0.12
C 2.00605 -0.21616 0.42233 -0.47
C 2.10408 -0.58052 1.68420 0.40
N -2.63365 0.50869 -2.11035 -0.77
N 1.95014 -1.17617 2.75385 -0.62
Cl 3.33389 0.10145 -0.61427 0.02
Cl -2.02142 0.67410 0.32446 -0.14
H 0.99920 0.02086 0.05776 0.26
H -3.43607 1.05453 -1.75562 0.39
H -2.64451 0.33888 -3.11973 0.41
H 2.01737 -0.83456 3.73002 0.40
```

- 2S+1 of number 3 (C33H28AuNP2)?
  1

What did the fourth record say?
This record from the Open Molecules 2025 dataset describes a cluster of 2 separate species, C3H4Cl2N2 in total in a non-equilibrium geometry. The level of theory is wB97M-V/def2-TZVPD.

Summary:
2S+1: 1
E_LUMO (eV): 0.71
Kohn-Sham gap (eV): 9.1
Relative energy (zero: lowest compared OMol25 entry of this formula, charge and spin) (eV): 2.647
E_HOMO (eV): -8.4

XYZ file:
```
11
Properties=species:S:1:pos:R:3:nbo_charge:R:1
C -1.67510 0.10891 -1.37265 0.12
C 2.00605 -0.21616 0.42233 -0.47
C 2.10408 -0.58052 1.68420 0.40
N -2.63365 0.50869 -2.11035 -0.77
N 1.95014 -1.17617 2.75385 -0.62
Cl 3.33389 0.10145 -0.61427 0.02
Cl -2.02142 0.67410 0.32446 -0.14
H 0.99920 0.02086 0.05776 0.26
H -3.43607 1.05453 -1.75562 0.39
H -2.64451 0.33888 -3.11973 0.41
H 2.01737 -0.83456 3.73002 0.40
```